{
  "formula": "C5H9O3Sr",
  "method": "ωB97M-V with the def2-TZVPD basis set",
  "elements": ["O", "C", "C", "O", "C", "C", "Sr", "H", "H", "H", "H", "H", "O", "C", "H", "H", "H", "H"],
  "positions_angstrom": [[-1.2776, 2.3155, 0.1531], [-2.3195, 1.8000, -0.2320], [-2.4746, 0.3221, -0.2754], [-1.2667, -0.2619, 0.1797], [-1.2786, -1.6317, 0.4099], [-0.1832, -2.3647, 0.2937], [0.5600, 1.2579, 0.5153], [-3.2341, 2.4030, -0.3494], [-2.6898, 0.0026, -1.3308], [-2.2501, -2.0065, 0.7361], [0.7556, -1.9534, -0.0810], [-0.2229, -3.4161, 0.5744], [2.5314, 0.9646, -0.4430], [3.8656, 0.6915, -0.1867], [4.4502, 0.6655, -1.1262], [4.3401, 1.4520, 0.4630], [4.0071, -0.2875, 0.3120], [-3.3129, 0.0471, 0.3874]],
  "atomic_forces_ev_per_a": [[-3.436, 1.420, -1.382], [-0.240, 0.505, 1.335], [-0.088, -0.619, -0.897], [-0.342, 0.104, -0.292], [-0.148, -0.812, 0.167], [-0.203, 0.188, -0.006], [4.876, -1.267, 0.773], [0.208, -0.010, -0.464], [-0.100, 0.173, 0.805], [0.268, 0.032, -0.035], [-0.160, -0.124, 0.091], [0.043, 0.320, -0.139], [-1.215, 0.118, 0.646], [0.687, -0.112, -0.311], [-0.077, -0.032, 0.335], [-0.121, -0.153, -0.167], [-0.003, 0.208, -0.144], [0.050, 0.060, -0.312]],
  "energy_ev": -12301.64833,
  "fmax_ev_per_a": 5.097,
  "e_above_lowest_kcal_mol": 14.86,
  "homo_lumo_gap_ev": 6.6,
  "total_charge": 1
}

---

{
  "formula": "C40H59BN10O3V",
  "method": "ωB97M-V with the def2-TZVPD basis set",
  "elements": ["V", "C", "C", "C", "C", "N", "N", "B", "N", "N", "C", "C", "C", "C", "C", "C", "C", "C", "N", "N", "C", "C", "C", "C", "C", "C", "C", "C", "C", "C", "C", "C", "H", "H", "H", "H", "H", "H", "H", "H", "H", "H", "H", "H", "H", "H", "H", "H", "H", "H", "H", "H", "H", "H", "H", "H", "H", "H", "H", "H", "H", "H", "H", "H", "H", "H", "H", "H", "H", "H", "H", "H", "N", "C", "C", "C", "O", "O", "H", "H", "H", "H", "H", "H", "C", "C", "C", "C", "C", "N", "C", "O", "N", "C", "C", "C", "C", "N", "C", "C", "C", "H", "H", "H", "H", "H", "H", "H", "H", "H", "H", "H", "H", "H"],
  "positions_angstrom": [[0.3999, -1.6988, 0.6182], [-2.0877, -0.3617, 5.1441], [-2.0773, -0.7437, 3.7038], [-3.1476, -0.8876, 2.8494], [-2.6218, -1.2354, 1.5969], [-1.2845, -1.3260, 1.7090], [-0.9663, -1.0078, 2.9945], [0.4867, -0.8443, 3.4526], [1.1971, 0.1767, 2.5405], [1.4384, -0.0727, 1.2227], [2.1638, 0.9490, 0.7436], [2.3732, 1.8686, 1.7790], [1.7384, 1.3579, 2.8912], [1.6375, 1.9410, 4.2580], [2.7716, 1.0721, -0.6351], [2.2976, -0.0308, -1.5720], [2.4218, 2.4414, -1.2356], [4.2985, 0.9864, -0.4746], [1.2289, -2.1846, 3.2992], [1.5316, -2.6819, 2.0688], [2.3826, -3.7080, 2.2590], [2.5682, -3.8868, 3.6355], [1.8342, -2.9015, 4.2609], [1.7299, -2.5978, 5.7161], [3.1490, -4.4953, 1.2160], [2.7315, -5.9734, 1.2627], [2.9524, -3.9271, -0.1815], [4.6451, -4.4064, 1.5583], [-3.5091, -1.4307, 0.3833], [-4.4078, -2.6515, 0.6377], [-2.7414, -1.6256, -0.9149], [-4.3939, -0.1823, 0.2325], [-3.1165, -0.2756, 5.4850], [-1.5804, -1.1062, 5.7577], [-1.5917, 0.5968, 5.3037], [-4.1824, -0.7464, 3.1094], [0.5178, -0.4885, 4.5823], [2.9114, 2.7996, 1.7281], [2.1263, 2.9120, 4.2736], [0.5956, 2.0717, 4.5544], [2.1182, 1.3003, 4.9979], [1.2193, 0.0130, -1.7171], [2.7654, 0.0784, -2.5499], [2.5712, -1.0145, -1.1832], [1.3540, 2.5191, -1.4274], [2.7128, 3.2513, -0.5658], [2.9540, 2.5710, -2.1796], [4.5930, 0.0275, -0.0431], [4.7765, 1.0895, -1.4498], [4.6698, 1.7803, 0.1740], [3.1754, -4.6308, 4.1218], [2.2557, -3.3603, 6.2850], [2.1806, -1.6297, 5.9375], [0.6909, -2.5712, 6.0439], [1.6707, -6.1143, 1.0457], [3.3026, -6.5414, 0.5270], [2.9304, -6.3961, 2.2477], [1.9094, -3.9780, -0.4667], [3.2827, -2.8869, -0.2184], [3.5366, -4.4920, -0.9079], [4.8550, -4.8073, 2.5491], [5.2169, -4.9840, 0.8304], [4.9904, -3.3720, 1.5248], [-3.8141, -3.5634, 0.7384], [-4.9932, -2.5244, 1.5483], [-5.0990, -2.7820, -0.1965], [-2.1417, -2.5244, -0.8591], [-3.4383, -1.7230, -1.7483], [-2.0909, -0.7760, -1.1116], [-4.9891, 0.0016, 1.1265], [-3.7828, 0.7001, 0.0335], [-5.0756, -0.3234, -0.6075], [-0.6728, -4.2106, 0.6372], [-1.0908, -4.8590, -0.6178], [-0.2542, -4.4757, -1.8513], [0.2750, -3.0513, -2.0116], [0.7204, -2.6784, -3.0605], [0.2501, -2.2706, -0.9337], [0.1522, -4.6610, 1.0125], [-1.4012, -4.3050, 1.3346], [-2.1314, -4.5943, -0.7976], [-1.0577, -5.9493, -0.5339], [-0.8421, -4.6745, -2.7468], [0.6294, -5.1126, -1.9289], [-1.0763, 9.0620, -5.7724], [-1.2641, 7.5787, -5.6059], [-0.4126, 6.8245, -4.8075], [-0.5961, 5.4591, -4.6473], [-1.6641, 4.8176, -5.2698], [-1.8914, 3.4262, -5.1158], [-1.8380, 2.6574, -3.9793], [-1.8420, 1.4435, -4.0205], [-1.8356, 3.3777, -2.7953], [-1.6717, 2.8745, -1.5117], [-1.8981, 3.7121, -0.4209], [-1.6925, 3.2242, 0.8558], [-1.2640, 1.9159, 1.0126], [-1.0407, 1.1053, -0.0175], [-1.2476, 1.5675, -1.2478], [-2.5004, 5.5564, -6.1008], [-2.2954, 6.9151, -6.2658], [-0.3810, 9.4536, -5.0318], [-2.0267, 9.5850, -5.6659], [-0.6825, 9.2932, -6.7639], [0.4247, 7.3062, -4.3167], [0.1059, 4.8847, -4.0565], [-2.1124, 2.9004, -5.9453], [-2.0349, 4.3622, -2.8682], [-2.2395, 4.7288, -0.5794], [-1.8683, 3.8482, 1.7214], [-1.1048, 1.5059, 2.0037], [-1.0819, 0.8881, -2.0729], [-3.3148, 5.0609, -6.6156], [-2.9578, 7.4755, -6.9150]],
  "atomic_forces_ev_per_a": [[-0.249, 0.127, 3.634], [0.125, 0.008, -0.005], [-0.135, -0.063, -0.216], [0.056, -0.015, -0.012], [-0.113, 0.081, 0.309], [-0.598, 0.129, 0.160], [-0.180, 0.088, 0.484], [0.051, -0.157, -0.262], [-0.061, 0.288, 0.343], [0.603, 0.805, -0.319], [0.126, 0.167, 0.285], [-0.145, 0.027, -0.027], [0.162, -0.053, -0.200], [-0.028, -0.094, 0.027], [-0.032, -0.082, -0.088], [-0.002, 0.129, 0.148], [0.042, -0.072, 0.102], [-0.050, -0.038, 0.034], [-0.040, -0.067, 0.391], [0.427, -0.408, 0.063], [0.091, 0.015, 0.353], [-0.085, -0.031, -0.042], [0.115, -0.078, -0.152], [-0.049, 0.080, -0.075], [-0.027, 0.024, -0.117], [0.027, 0.100, 0.011], [0.029, 0.022, 0.167], [-0.039, 0.009, 0.009], [0.020, 0.014, -0.113], [0.055, 0.066, 0.006], [0.008, 0.046, 0.100], [0.042, -0.005, 0.019], [-0.007, 0.000, 0.004], [-0.011, 0.018, 0.015], [-0.004, -0.015, 0.024], [-0.003, -0.007, -0.045], [0.000, 0.049, 0.055], [0.015, -0.020, -0.017], [-0.003, 0.009, 0.001], [0.019, 0.012, 0.017], [-0.013, 0.024, 0.014], [-0.043, -0.065, -0.038], [0.016, -0.033, -0.016], [-0.021, -0.030, -0.084], [-0.140, 0.031, -0.004], [0.003, 0.020, -0.046], [-0.018, -0.005, 0.003], [0.015, -0.001, -0.001], [0.004, -0.022, -0.003], [0.024, -0.007, 0.000], [0.029, 0.020, -0.022], [-0.002, -0.012, 0.005], [-0.023, -0.013, 0.055], [0.012, 0.006, 0.025], [-0.028, 0.000, -0.025], [-0.005, -0.008, 0.003], [-0.032, -0.035, -0.005], [-0.082, -0.023, -0.107], [-0.024, 0.018, -0.060], [-0.019, -0.003, -0.015], [0.026, 0.000, -0.014], [0.011, 0.010, -0.002], [0.006, 0.002, 0.021], [-0.011, -0.012, 0.008], [-0.015, -0.040, 0.005], [0.014, -0.015, -0.007], [0.069, -0.104, -0.095], [-0.015, -0.010, 0.012], [-0.014, -0.125, -0.042], [-0.023, 0.020, -0.025], [-0.024, 0.001, 0.021], [0.001, 0.003, -0.003], [0.204, 0.247, -0.045], [0.072, 0.075, -0.105], [-0.016, 0.242, 0.288], [-0.224, -0.865, -0.832], [-0.044, 0.171, 0.364], [0.022, -0.488, -4.280], [0.011, -0.096, 0.103], [-0.002, 0.010, 0.057], [-0.010, 0.034, 0.035], [-0.079, 0.013, 0.002], [0.059, -0.042, -0.039], [0.025, -0.017, 0.010], [0.016, -0.078, -0.043], [-0.004, 0.019, 0.012], [-0.029, 0.018, -0.014], [-0.042, -0.124, -0.026], [0.053, 0.112, 0.095], [0.066, 0.033, -0.043], [-0.137, 0.034, 0.092], [0.012, -0.008, -0.068], [-0.023, 0.161, -0.302], [0.068, -0.174, 0.206], [-0.003, -0.060, -0.060], [-0.029, -0.001, -0.043], [0.006, -0.016, 0.109], [0.016, 0.065, -0.155], [0.084, 0.045, -0.135], [-0.039, -0.015, 0.032], [0.012, -0.016, -0.023], [-0.003, 0.030, -0.012], [0.016, 0.031, 0.006], [0.003, 0.021, 0.015], [-0.021, 0.003, 0.022], [-0.011, -0.013, 0.033], [0.053, -0.114, 0.021], [0.044, 0.063, -0.004], [0.018, 0.006, 0.014], [-0.001, 0.006, -0.004], [0.033, -0.043, -0.008], [0.027, 0.032, 0.044], [-0.022, 0.010, 0.038], [-0.013, -0.006, 0.012]],
  "energy_ev": -89847.07960,
  "fmax_ev_per_a": 4.308,
  "e_above_lowest_kcal_mol": 29.01,
  "spin_multiplicity": 3,
  "homo_lumo_gap_ev": [7.9, 8.5],
  "total_charge": 1
}